# C15H19NO2S

The molecule C15H19NO2S (wB97M-V/def2-TZVPD, the OMol25 dataset).

Cartesian coordinates (Å):
C1 -1.147 -1.017 2.737
C2 -0.792 0.382 1.993
C3 -0.833 1.632 2.921
C4 0.639 0.229 1.704
C5 1.257 0.806 0.607
C6 2.765 0.794 0.464
C7 3.492 1.395 -0.504
C8 4.868 0.939 -0.439
C9 5.106 -0.076 0.461
C10 6.430 -0.585 0.696
O1 6.724 -1.426 1.519
S1 3.589 -0.644 1.163
C11 0.341 1.317 -0.510
C12 -1.052 0.863 -0.538
C13 -0.946 -0.450 -1.419
C14 -1.885 1.820 -1.465
N1 -1.592 0.591 0.807
C15 -2.981 0.589 0.885
O2 -3.619 0.515 1.893
H1 -0.302 -1.430 3.269
H2 -1.992 -0.952 3.421
H3 -1.363 -1.824 2.018
H4 0.033 1.578 3.485
H5 -1.628 1.586 3.685
H6 -0.872 2.536 2.333
H7 1.356 -0.174 2.414
H8 3.105 2.100 -1.142
H9 5.659 1.240 -1.007
H10 7.233 -0.051 0.179
H11 0.865 1.119 -1.526
H12 0.223 2.430 -0.304
H13 -0.355 -0.277 -2.335
H14 -1.865 -1.011 -1.654
H15 -0.521 -1.114 -0.690
H16 -2.137 2.538 -0.707
H17 -1.364 2.330 -2.205
H18 -2.724 1.329 -2.016
H19 -3.609 0.479 -0.083

Properties
Multiplicity   1
E_HOMO   -8.72 eV
Energy relative to the best compared isomer or geometry (same formula, charge and spin)   82.4 kcal per mole
LUMO   -0.49 eV
Calculated total energy   -1186.30047 Ha
SMILES   CC1(C)C=C(c2ccc(C=O)s2)CC(C)(C)N1C=O

# C15H18Cl2F6O6S

The molecule C15H18Cl2F6O6S (wB97M-V/def2-TZVPD, the OMol25 dataset).

Cartesian coordinates (Å):
C1 0.033 -3.800 1.587
C2 -0.110 -2.860 2.892
O1 0.812 -2.628 3.695
O2 -1.388 -2.294 3.164
C3 -1.323 -0.838 3.057
C4 -1.520 -0.348 1.517
C5 -1.391 1.244 1.413
C6 -1.229 1.850 -0.057
C7 -1.179 3.448 0.147
F1 -1.267 3.849 1.517
F2 -2.271 4.116 -0.475
F3 0.056 4.029 -0.284
O3 -2.572 1.591 -0.612
S1 -2.621 0.213 -1.605
O4 -3.415 -0.961 -1.078
O5 -3.263 0.516 -2.915
O6 -0.930 0.015 -1.566
C8 -0.184 1.176 -1.104
C9 1.190 0.984 -0.303
C10 1.650 -0.532 -0.051
C11 2.212 -0.790 1.435
F4 1.920 0.027 2.548
C12 3.093 -1.876 1.666
F5 3.700 -2.042 2.937
F6 3.415 -2.838 0.686
C13 0.173 1.926 -2.470
Cl1 -1.219 2.958 -3.155
C14 0.675 1.027 -3.687
C15 1.657 -0.175 -3.345
Cl2 -0.667 0.331 -4.751
H1 1.102 -3.837 1.200
H2 -0.236 -4.859 1.922
H3 -0.647 -3.417 0.760
H4 -0.376 -0.387 3.496
H5 -2.268 -0.463 3.599
H6 -0.910 -0.950 0.773
H7 -2.625 -0.594 1.286
H8 -0.493 1.538 2.077
H9 -2.382 1.649 1.841
H10 2.054 1.472 -0.890
H11 1.217 1.518 0.718
H12 2.551 -0.746 -0.738
H13 0.871 -1.322 -0.346
H14 0.998 2.708 -2.274
H15 1.261 1.730 -4.389
H16 2.560 0.255 -2.765
H17 2.096 -0.586 -4.319
H18 1.189 -1.028 -2.753

Properties
Multiplicity   1
E_HOMO   -10.14 eV
LUMO   -0.16 eV
Calculated total energy   -2951.34514 Ha
SMILES   CC(=O)OCCC[C@]1(C(F)(F)F)OS(=O)(=O)O[C@@]1(CCC(F)=C(F)F)[C@H](Cl)[C@@H](C)Cl

# C4H3ClN2O4

The molecule C4H3ClN2O4 (wB97M-V/def2-TZVPD, the OMol25 dataset).

Cartesian coordinates (Å):
C1 0.387 0.127 1.387
C2 1.118 0.310 -0.939
C3 -0.112 -1.193 1.185
C4 -0.365 -0.267 -1.130
N1 1.301 0.540 0.376
N2 -1.415 0.650 -0.794
O1 -1.127 1.643 -0.138
O2 0.134 0.903 2.269
O3 1.891 0.341 -1.799
O4 -2.522 0.351 -1.132
Cl1 -0.725 -1.423 -2.304
H1 0.508 -1.869 0.544
H2 -1.039 -1.500 1.737
H3 1.967 1.388 0.738

Properties
Multiplicity   1
E_HOMO (alpha / beta)   -10.16 / -10.37 eV
Energy relative to the best compared isomer or geometry (same formula, charge and spin)   60.1 kcal per mole
LUMO (alpha / beta)   -2.23 / -2.53 eV
Calculated total energy   -1024.68252 Ha

# C25H26BFN2O7PS2

An isolated ion of composition C25H26BFN2O7PS2 and charge +1 (wB97M-V/def2-TZVPD, the OMol25 dataset).

Cartesian coordinates (Å):
O1 2.194 -2.290 0.766
C1 2.357 -1.884 2.053
O2 2.091 -0.495 2.467
C2 3.282 -0.005 3.226
C3 3.855 1.301 2.416
C4 3.907 0.945 0.785
C5 2.632 1.405 -0.180
C6 1.272 2.158 0.356
C7 -0.004 1.100 0.481
C8 -1.284 1.537 -0.503
S1 -2.474 2.479 0.594
C9 -4.263 2.027 0.266
S2 -5.289 3.332 -0.235
N1 -4.898 0.665 0.428
C10 -5.256 0.014 -0.888
C11 -6.117 -1.420 -0.875
C12 -6.601 -2.188 -2.270
C13 -6.276 -1.573 -3.779
C14 -5.387 -0.161 -3.785
C15 -4.908 0.604 -2.391
C16 -4.120 -0.247 1.350
C17 -2.870 -1.226 0.940
C18 -2.141 -2.134 2.140
C19 -2.624 -2.140 3.714
C20 -3.901 -1.187 4.112
C21 -4.596 -0.266 2.946
C22 2.708 1.095 -1.806
C23 1.529 1.544 -2.880
O3 1.713 2.720 -3.537
O4 0.346 0.681 -3.154
F1 0.554 -0.366 -2.349
C24 4.030 0.315 -2.417
P1 4.229 -0.139 -4.292
O5 5.421 -1.200 -4.350
C25 5.199 -0.108 -1.346
N2 5.107 0.201 0.161
B1 6.306 -0.298 0.995
O6 7.112 0.544 1.900
O7 6.682 -1.743 0.908
H1 2.671 -2.739 2.820
H2 4.081 -0.879 3.173
H3 3.026 0.292 4.335
H4 4.919 1.653 2.823
H5 3.130 2.224 2.629
H6 0.952 2.952 -0.463
H7 1.425 2.745 1.373
H8 -0.398 1.012 1.604
H9 0.361 0.030 0.180
H10 -0.873 2.210 -1.399
H11 -1.818 0.618 -0.994
H12 -6.386 -1.887 0.171
H13 -7.217 -3.192 -2.120
H14 -6.656 -2.116 -4.750
H15 -5.160 0.279 -4.868
H16 -4.290 1.618 -2.512
H17 -2.500 -1.288 -0.182
H18 -1.211 -2.834 1.882
H19 -2.132 -2.795 4.565
H20 -4.323 -1.151 5.221
H21 -5.501 0.442 3.254
H22 4.644 0.998 -5.105
H23 3.046 -0.771 -4.820
H24 6.147 -0.677 -1.764
H25 6.882 1.516 1.827
H26 7.662 -1.859 1.151

Properties
Multiplicity   1
E_HOMO   -9.66 eV
LUMO   -5.62 eV
Calculated total energy   -2865.50281 Ha
Net charge   +1
SMILES   O=COCCc1c(CCCSC(=S)N(c2ccccc2)c2ccccc2)c(C(=O)OF)c([PH2]=O)c[n+]1B(O)O

# C6H10O

The molecule C6H10O (wB97M-V/def2-TZVPD, the OMol25 dataset).

Cartesian coordinates (Å):
C1 2.014 0.541 -0.066
C2 0.902 -0.510 -0.117
C3 -0.088 -0.632 1.088
C4 -1.246 -0.361 0.130
O1 -2.456 -1.035 0.149
C5 -1.067 0.963 -0.541
C6 -0.299 -0.242 -1.032
H1 2.904 0.217 -0.618
H2 2.321 0.749 0.965
H3 1.683 1.488 -0.508
H4 1.327 -1.496 -0.329
H5 0.045 0.083 1.911
H6 -0.120 -1.649 1.489
H7 -3.047 -0.558 0.745
H8 -1.892 1.261 -1.182
H9 -0.560 1.786 -0.037
H10 -0.422 -0.605 -2.048

Properties
Multiplicity   1
E_HOMO   -9.53 eV
Energy relative to the best compared isomer or geometry (same formula, charge and spin)   31.5 kcal per mole
LUMO   0.96 eV
Calculated total energy   -309.79217 Ha
SMILES   C[C@H]1C[C@@]2(O)C[C@@H]12

# C2H4ClFS

A 2-piece molecular cluster, C2H4ClFS overall (wB97M-V/def2-TZVPD, the OMol25 dataset).

Cartesian coordinates (Å):
C1 -0.966 -0.289 -0.599
C2 -0.011 0.730 -0.093
F1 1.132 0.884 -0.775
S1 -0.289 1.729 1.135
Cl1 2.317 -1.240 1.289
H1 -1.716 -0.655 0.230
H2 -1.552 0.184 -1.443
H3 -0.339 -1.114 -0.928
H4 1.424 -0.229 1.184

Properties
Multiplicity   3
E_HOMO (alpha / beta)   -7.07 / -10.94 eV
Energy relative to the best compared isomer or geometry (same formula, charge and spin)   0.0 kcal per mole
LUMO (alpha / beta)   0.73 / -3.21 eV
Calculated total energy   -1036.72146 Ha
<S²>   2.006

# C5H13NO3S

A 2-piece molecular cluster, C5H13NO3S overall (wB97M-V/def2-TZVPD, the OMol25 dataset).

Cartesian coordinates (Å):
C1 2.293 -0.254 -1.262
C2 0.508 -1.242 1.389
C3 -1.228 -0.012 -1.743
C4 1.308 0.475 -0.338
C5 0.238 -0.433 0.171
N1 -0.792 -0.754 -0.585
O1 -1.074 2.112 2.681
O2 -2.377 0.225 1.583
O3 -1.522 2.221 0.233
S1 -1.102 1.427 1.392
H1 1.789 -0.656 -2.138
H2 3.059 0.441 -1.595
H3 2.779 -1.075 -0.740
H4 -0.395 -1.727 1.750
H5 1.255 -2.009 1.170
H6 0.905 -0.612 2.180
H7 -1.991 -0.588 -2.263
H8 -1.649 0.950 -1.423
H9 -0.398 0.166 -2.421
H10 1.858 0.879 0.512
H11 0.855 1.310 -0.872
H12 -2.781 0.411 2.434
H13 -1.538 -1.255 -0.114

Properties
Multiplicity   1
E_HOMO   -8.15 eV
Energy relative to the best compared isomer or geometry (same formula, charge and spin)   7.7 kcal per mole
LUMO   0.07 eV
Calculated total energy   -876.94136 Ha

# C5H10O

The molecule C5H10O (wB97M-V/def2-TZVPD, the OMol25 dataset).

Cartesian coordinates (Å):
C1 -1.879 -0.307 0.080
C2 -0.656 0.362 -0.559
O1 -0.964 1.694 -0.941
C3 0.604 0.337 0.292
C4 1.216 -0.982 0.655
C5 1.943 -0.047 -0.267
H1 -2.171 0.181 1.020
H2 -1.708 -1.369 0.292
H3 -2.723 -0.228 -0.613
H4 -0.439 -0.162 -1.499
H5 -1.084 2.193 -0.123
H6 0.679 1.162 0.998
H7 1.600 -1.163 1.654
H8 0.754 -1.852 0.195
H9 2.021 -0.292 -1.322
H10 2.805 0.474 0.140

Properties
Multiplicity   1
E_HOMO   -10.14 eV
Energy relative to the best compared isomer or geometry (same formula, charge and spin)   25.3 kcal per mole
LUMO   1.11 eV
Calculated total energy   -271.71238 Ha
SMILES   C[C@@H](O)C1CC1

# C48H65N7O3S2

A 6-piece molecular cluster, C48H65N7O3S2 overall (wB97M-V/def2-TZVPD, the OMol25 dataset).

Cartesian coordinates (Å):
C1 2.358 3.059 -0.242
C2 1.845 4.492 -0.172
C3 1.383 4.886 1.234
C4 0.727 4.790 -1.180
C5 -0.430 3.763 -1.144
C6 -1.804 4.458 -1.131
C7 -0.292 2.803 -2.348
O1 -0.106 1.428 -1.932
C8 -1.203 0.628 -2.007
C9 -1.888 0.324 -0.835
C10 -2.990 -0.520 -0.830
C11 -3.439 -1.095 -2.011
C12 -2.752 -0.805 -3.182
C13 -1.641 0.048 -3.202
C14 -0.979 0.257 -4.524
O2 -0.598 1.327 -4.919
C15 -0.869 -0.992 -5.333
C16 0.295 -1.323 -6.040
C17 1.497 -0.407 -5.986
C18 2.865 -1.104 -6.112
C19 3.406 -1.500 -4.720
S1 3.157 -3.280 -4.410
C20 2.239 -3.290 -2.882
S2 0.820 -2.557 -2.670
N1 2.844 -4.038 -1.858
C21 4.111 -3.905 -1.338
C22 4.171 -4.895 -0.398
N2 3.021 -5.623 -0.354
C23 2.222 -5.090 -1.236
C24 0.285 -2.534 -6.733
C25 -0.832 -3.362 -6.721
C26 -1.977 -3.032 -6.016
C27 -1.984 -1.837 -5.310
C28 -3.145 -1.439 -4.474
O3 -4.289 -1.600 -4.804
H1 1.587 2.363 0.084
H2 2.742 2.797 -1.225
H3 3.185 2.950 0.460
H4 2.681 5.142 -0.441
H5 2.056 4.436 1.964
H6 1.430 5.965 1.369
H7 0.364 4.544 1.416
H8 0.327 5.770 -0.926
H9 1.127 4.901 -2.188
H10 -0.316 3.143 -0.259
H11 -1.723 5.540 -1.159
H12 -2.427 4.171 -1.976
H13 -2.365 4.196 -0.236
H14 0.544 3.046 -2.994
H15 -1.172 2.871 -2.978
H16 -1.551 0.741 0.103
H17 -3.507 -0.774 0.083
H18 -4.273 -1.777 -2.068
H19 1.382 0.324 -6.787
H20 1.502 0.177 -5.075
H21 3.555 -0.376 -6.530
H22 2.795 -1.966 -6.762
H23 4.463 -1.262 -4.657
H24 2.907 -0.943 -3.935
H25 4.839 -3.183 -1.636
H26 5.028 -5.105 0.212
H27 1.224 -5.397 -1.480
H28 1.172 -2.834 -7.266
H29 -0.793 -4.302 -7.255
H30 -2.843 -3.673 -5.977
C29 0.702 5.415 5.462
C30 2.078 6.068 5.478
C31 2.016 7.550 5.099
C32 1.455 7.697 3.756
N3 0.973 7.785 2.721
H31 0.265 5.442 4.463
H32 0.767 4.374 5.756
H33 0.020 5.922 6.150
H34 2.735 5.539 4.785
H35 2.525 5.971 6.470
H36 3.011 7.996 5.115
H37 1.390 8.103 5.802
C33 -3.269 2.152 5.049
C34 -2.949 2.775 3.695
C35 -1.728 2.133 3.017
C36 -0.529 2.296 3.842
N4 0.414 2.433 4.478
H38 -2.450 2.293 5.756
H39 -4.157 2.617 5.477
H40 -3.459 1.081 4.955
H41 -2.775 3.845 3.821
H42 -3.814 2.669 3.037
H43 -1.546 2.599 2.047
H44 -1.893 1.066 2.851
C37 7.999 -7.033 1.247
C38 9.061 -6.783 0.183
C39 9.329 -5.292 -0.054
C40 8.120 -4.605 -0.509
N5 7.168 -4.071 -0.855
H45 7.033 -6.621 0.952
H46 7.861 -8.102 1.405
H47 8.284 -6.585 2.201
H48 8.751 -7.249 -0.754
H49 9.995 -7.260 0.484
H50 10.104 -5.159 -0.810
H51 9.672 -4.814 0.865
C41 -4.284 -4.873 1.912
C42 -3.514 -4.057 0.879
C43 -2.012 -3.965 1.183
C44 -1.793 -3.312 2.476
N6 -1.629 -2.783 3.480
H52 -4.225 -4.418 2.902
H53 -5.338 -4.935 1.642
H54 -3.893 -5.890 1.980
H55 -3.936 -3.051 0.829
H56 -3.648 -4.509 -0.105
H57 -1.503 -3.387 0.410
H58 -1.567 -4.960 1.208
C45 -6.101 -0.232 3.432
C46 -7.448 0.172 4.013
C47 -8.139 1.271 3.201
C48 -7.322 2.483 3.163
N7 -6.678 3.429 3.130
H59 -5.400 0.604 3.436
H60 -5.657 -1.034 4.019
H61 -6.206 -0.584 2.405
H62 -7.312 0.511 5.041
H63 -8.104 -0.700 4.048
H64 -9.105 1.520 3.641
H65 -8.312 0.938 2.177

Properties
Multiplicity   1
E_HOMO   -8.76 eV
LUMO   -0.87 eV
Calculated total energy   -3273.35497 Ha
SMILES   CC(C)C[C@@H](C)COc1cccc2c1C(=O)c1c(CCCSC(=S)n3ccnc3)cccc1C2=O.CCCC#N.CCCC#N.CCCC#N.CCCC#N.CCCC#N

# C16H16ClIrN5O5Se

C16H16ClIrN5O5Se as an isolated structure (wB97M-V/def2-TZVPD, the OMol25 dataset).

Cartesian coordinates (Å):
Ir1 0.458 -0.043 0.583
O1 0.156 2.936 -2.232
C1 0.071 2.142 -1.302
N1 0.873 1.117 -1.018
C2 2.219 1.115 -1.523
C3 3.117 0.709 -0.379
C4 4.496 0.686 -0.500
C5 5.265 0.228 0.553
C6 4.630 -0.222 1.700
C7 3.253 -0.180 1.763
N2 2.513 0.311 0.759
C8 -0.876 2.383 -0.152
C9 -1.858 3.352 -0.200
C10 -2.646 3.563 0.917
C11 -2.415 2.796 2.050
C12 -1.412 1.846 2.036
N3 -0.646 1.651 0.957
H1 2.480 2.130 -1.839
H2 2.376 0.460 -2.387
H3 4.949 1.012 -1.427
H4 6.343 0.202 0.473
H5 5.186 -0.618 2.537
H6 2.702 -0.534 2.621
H7 -1.968 3.911 -1.119
H8 -3.429 4.310 0.908
H9 -3.004 2.924 2.948
H10 -1.184 1.223 2.890
Cl1 0.293 -0.838 2.871
O2 1.252 -3.340 -2.302
Se1 0.391 -2.836 -1.064
O3 -0.762 -1.693 -1.833
O4 1.293 -1.850 -0.075
O5 -0.525 -3.866 -0.253
C13 -3.391 -2.959 -1.926
N4 -2.918 -2.103 -0.862
C14 -3.157 -2.242 0.450
C15 -2.228 -1.484 1.158
N5 -1.392 -0.884 0.326
C16 -1.796 -1.189 -1.034
H11 -4.211 -3.563 -1.547
H12 -2.589 -3.617 -2.262
H13 -3.745 -2.361 -2.766
H14 -3.926 -2.893 0.831
H15 -2.112 -1.415 2.226
H16 -2.125 -0.279 -1.555

Properties
Multiplicity   2
E_HOMO (alpha / beta)   -7.59 / -8.07 eV
Energy relative to the best compared isomer or geometry (same formula, charge and spin)   40.4 kcal per mole
LUMO (alpha / beta)   -0.17 / -1.01 eV
Calculated total energy   -4235.23427 Ha
<S²>   0.758